(1)
Here is C11H32AlB4BrCl2F5K2N3O12S as an isolated structure in a non-equilibrium geometry from the Open Molecules 2025 dataset. Energies are from the ωB97M-V functional and the def2-TZVPD basis.

Each line ends with the Löwdin charge.
CARTESIAN COORDINATES (ANGSTROEM)
C1 -3.38 -0.48 3.12  -0.049
C2 -2.37 -1.63 2.94  -0.245
O1 -2.79 -2.68 2.06  0.041
B1 -3.17 -2.25 0.81  -0.460
O2 -4.50 -1.98 0.58  0.179
B2 -2.10 -2.03 -0.51  -0.321
O3 -2.60 -1.72 -1.76  0.313
B3 -2.17 -0.42 -1.98  -0.538
C3 -3.26 0.73 -2.05  -0.144
O4 -0.75 -0.27 -2.07  0.130
B4 -0.09 -1.11 -1.17  -0.997
Br1 1.86 -0.91 -0.88  0.803
O5 -0.69 -2.06 -0.43  0.233
H1 -3.15 0.38 2.51  0.086
H2 -4.40 -0.81 2.98  0.083
H3 -3.32 -0.16 4.15  0.079
H4 -2.23 -2.09 3.91  0.082
H5 -1.40 -1.20 2.67  0.123
H6 -4.67 -1.03 0.56  0.127
H7 -3.49 1.11 -3.09  0.065
H8 -3.02 1.55 -1.30  -0.036
H9 -4.20 0.27 -1.69  0.059
F1 -5.79 -0.16 -2.70  -0.744
K1 1.74 -0.26 -3.60  0.255
C4 1.49 -4.14 3.47  -0.257
S1 -0.10 -3.91 4.29  0.807
O6 0.15 -3.11 5.51  -0.541
C5 -0.29 -5.62 4.80  -0.270
H10 1.82 -3.17 3.10  0.054
H11 2.21 -4.54 4.17  0.055
H12 1.36 -4.82 2.63  0.053
H13 0.55 -5.92 5.42  0.052
H14 -0.36 -6.26 3.92  0.051
H15 -1.22 -5.70 5.37  0.047
C6 -5.36 3.93 -1.31  -0.398
O7 -5.45 2.84 -0.79  0.044
N1 -6.17 4.39 -2.29  -0.191
C7 -6.01 5.70 -2.87  -0.067
C8 -7.23 3.51 -2.76  -0.030
H16 -4.58 4.66 -1.01  0.117
H17 -6.92 6.29 -2.72  0.085
H18 -5.82 5.62 -3.94  0.082
H19 -5.18 6.22 -2.40  0.086
H20 -7.89 3.26 -1.94  0.094
H21 -6.80 2.58 -3.15  0.088
H22 -7.80 4.00 -3.55  0.077
K2 -2.53 2.83 -2.23  0.510
F2 7.12 1.21 -0.68  -0.209
Al1 5.47 1.55 -0.37  -0.144
F3 5.31 2.31 1.14  -0.199
F4 4.57 0.08 -0.37  -0.265
F5 4.85 2.57 -1.60  -0.206
N2 -0.11 2.91 -5.74  0.075
H23 0.54 2.55 -6.47  0.050
H24 -0.94 2.29 -5.68  0.056
H25 0.37 2.91 -4.81  0.044
H26 -0.40 3.88 -5.98  0.060
C9 9.13 -0.70 -2.46  -1.030
Cl1 8.75 -1.92 -1.24  0.524
Cl2 7.85 -0.58 -3.68  0.512
H27 9.23 0.26 -1.97  0.017
H28 10.05 -0.98 -2.95  0.015
N3 -4.35 4.49 1.76  -0.649
O8 -5.10 3.77 2.43  -0.063
O9 -3.19 4.10 1.47  -0.110
O10 -4.74 5.62 1.37  -0.106
O11 11.21 -2.48 3.04  0.017
C10 10.09 -2.42 2.52  -0.281
C11 9.32 -4.03 2.74  -0.291
O12 8.21 -3.96 2.21  0.041
H29 10.02 -2.25 1.43  0.090
H30 9.35 -1.73 2.97  0.134
H31 9.37 -4.17 3.83  0.124
H32 10.07 -4.71 2.30  0.123

Output
spin multiplicity: 1
molar mass: 824.7 g/mol
net charge: -2
gap between HOMO and LUMO: 1.11 eV
calculated total energy: -202435.2942 eV


(2)
Here is C11H32BaN2O5P2 as an isolated structure in a non-equilibrium geometry from the Open Molecules 2025 dataset. Energies are from the ωB97M-V functional and the def2-TZVPD basis.

Each line ends with the Löwdin charge.
CARTESIAN COORDINATES (ANGSTROEM)
O1 -2.70 2.65 3.25  -0.103
H1 -3.47 2.53 3.81  0.090
Ba1 -0.52 -0.52 -0.25  2.045
N1 -0.96 -2.30 -0.97  -0.621
N2 -2.48 -0.33 -0.26  -0.585
O2 -0.10 -3.36 -1.32  -0.047
O3 -3.26 0.80 0.06  -0.064
C1 -2.21 -2.51 -1.14  -0.354
C2 -3.10 -1.32 -0.78  -0.338
C3 -2.86 -3.78 -1.70  -0.044
C4 -4.61 -1.40 -1.05  -0.034
H2 -2.23 -4.66 -1.54  0.066
H3 -3.02 -3.69 -2.77  0.072
H4 -3.81 -4.00 -1.22  0.067
H5 -5.06 -0.41 -1.16  0.067
H6 -5.12 -1.91 -0.23  0.076
H7 -4.83 -1.93 -1.98  0.069
H8 0.78 -3.00 -1.13  0.048
H9 -2.66 1.33 0.62  0.060
O4 -0.62 0.20 -2.52  -0.256
H10 -0.46 -0.71 -2.14  -0.065
H11 -1.13 0.71 -1.81  -0.006
C5 -1.98 1.47 3.24  -0.206
H12 -0.95 1.57 2.94  -0.002
H13 -2.54 0.63 2.84  0.082
H14 -1.88 1.19 4.29  0.085
O5 0.05 -1.80 1.63  -0.288
H15 -0.57 -2.12 0.90  -0.028
H16 0.80 -1.35 1.14  -0.080
C6 2.92 0.21 1.67  -0.317
P1 1.35 1.22 2.02  0.866
C7 2.39 2.16 3.26  -0.301
C8 1.19 2.30 0.50  -0.481
C9 2.27 2.26 -0.60  -0.420
P2 2.42 0.57 -1.48  0.832
C10 3.34 1.57 -2.81  -0.308
C11 2.70 -1.14 -2.10  -0.295
H17 3.18 -0.39 2.57  0.059
H18 2.76 -0.53 0.88  -0.016
H19 3.78 0.84 1.38  0.047
H20 3.32 2.56 2.80  0.043
H21 1.82 3.00 3.67  0.034
H22 2.68 1.48 4.09  0.049
H23 0.21 2.08 0.05  0.012
H24 1.13 3.34 0.88  0.092
H25 1.87 3.03 -1.29  0.089
H26 3.25 2.60 -0.22  0.082
H27 4.41 1.65 -2.55  0.038
H28 3.24 1.04 -3.78  0.032
H29 2.94 2.59 -3.02  0.036
H30 3.77 -1.24 -2.40  0.046
H31 2.50 -1.85 -1.29  0.011
H32 2.06 -1.32 -2.99  0.064

Output
spin multiplicity: 1
ΔE to the lowest compared entry with this formula, charge and spin: 306.0 kcal/mol
molar mass: 471.7 g/mol
net charge: 0
gap between HOMO and LUMO (alpha / beta): 3.87 / 3.88 eV
calculated total energy: -44396.2843 eV


(3)
Here is a 5-piece molecular cluster, C11H32O7 overall in a non-equilibrium geometry from the Open Molecules 2025 dataset. Energies are from the ωB97M-V functional and the def2-TZVPD basis.

Each line ends with the natural charge from an NBO analysis.
CARTESIAN COORDINATES (ANGSTROEM)
C1 12.58 -6.76 0.81  -0.238
O1 12.81 -5.89 1.90  -0.719
H1 11.86 -6.41 0.07  0.204
H2 13.48 -7.06 0.29  0.151
H3 12.21 -7.69 1.24  0.140
H4 13.46 -6.21 2.52  0.464
C2 13.37 -10.90 0.11  -0.251
O2 12.53 -12.04 0.30  -0.762
H5 13.04 -10.02 0.65  0.155
H6 14.37 -11.12 0.50  0.154
H7 13.56 -10.53 -0.89  0.185
H8 11.60 -11.81 0.33  0.519
C3 13.18 -15.39 1.02  -0.242
O3 13.86 -14.22 1.38  -0.775
H9 12.32 -15.51 1.68  0.159
H10 12.94 -15.29 -0.04  0.171
H11 13.89 -16.19 1.22  0.183
H12 13.47 -13.43 1.00  0.489
C4 12.08 -9.33 4.82  -0.253
O4 13.46 -9.22 5.14  -0.537
C5 14.20 -10.44 5.22  -0.067
C6 15.66 -10.07 5.04  -0.132
O5 15.96 -9.27 3.86  -0.029
C7 15.91 -9.88 2.62  -0.320
H13 11.90 -9.52 3.76  0.180
H14 11.70 -8.35 5.12  0.222
H15 11.65 -10.09 5.46  0.187
H16 14.02 -11.10 4.37  0.195
H17 14.09 -10.99 6.15  0.232
H18 16.28 -10.96 5.10  0.254
H19 15.94 -9.34 5.80  0.252
H20 16.26 -9.17 1.86  0.247
H21 14.84 -10.10 2.55  0.280
H22 16.56 -10.74 2.46  0.271
C8 8.91 -12.12 1.25  -0.249
O6 9.87 -11.89 0.17  -0.591
C9 9.26 -12.12 -1.14  -0.077
C10 10.26 -11.96 -2.31  -0.074
O7 9.53 -12.16 -3.53  -0.539
C11 10.33 -12.07 -4.72  -0.259
H23 9.42 -12.15 2.21  0.194
H24 8.48 -13.11 1.12  0.184
H25 8.08 -11.42 1.22  0.188
H26 8.53 -11.33 -1.32  0.183
H27 8.81 -13.11 -1.21  0.191
H28 10.99 -12.76 -2.24  0.168
H29 10.81 -11.02 -2.35  0.168
H30 10.84 -13.00 -4.97  0.172
H31 11.19 -11.40 -4.73  0.172
H32 9.65 -11.84 -5.54  0.203

Output
spin multiplicity: 2
molar mass: 276.4 g/mol
net charge: +1
gap between HOMO and LUMO (alpha / beta): 9.01 / 2.59 eV
calculated total energy: -26244.1913 eV
⟨S²⟩: 0.75


(4)
Here is a 11-piece molecular cluster, C11H33N11O22 overall in a non-equilibrium geometry from the Open Molecules 2025 dataset. Energies are from the ωB97M-V functional and the def2-TZVPD basis.

Each line ends with the Löwdin charge.
CARTESIAN COORDINATES (ANGSTROEM)
C1 -4.02 -5.74 11.30  0.032
N1 -3.60 -5.60 12.71  -0.431
O1 -4.04 -6.42 13.51  0.056
O2 -2.81 -4.69 13.03  0.047
H1 -4.66 -4.89 11.06  0.098
H2 -4.61 -6.65 11.19  0.096
H3 -3.15 -5.68 10.65  0.101
C2 -5.49 5.59 4.16  0.047
N2 -5.82 6.92 3.64  -0.461
O3 -6.93 7.36 3.89  0.038
O4 -5.14 7.43 2.77  0.058
H4 -4.75 5.14 3.50  0.106
H5 -6.50 5.18 4.14  0.104
H6 -5.20 5.77 5.19  0.108
C3 -3.77 4.37 10.89  0.074
N3 -3.07 5.40 11.80  -0.472
O5 -2.52 5.03 12.77  0.072
O6 -2.96 6.55 11.45  0.054
H7 -3.15 3.50 10.67  0.093
H8 -4.01 4.98 10.02  0.091
H9 -4.59 4.00 11.50  0.090
C4 -4.62 -0.09 5.53  0.043
N4 -4.67 -0.08 7.02  -0.434
O7 -4.77 1.02 7.53  0.053
O8 -4.81 -1.15 7.61  0.044
H10 -5.05 -1.05 5.24  0.092
H11 -3.63 0.05 5.10  0.102
H12 -5.29 0.68 5.14  0.098
C5 -6.51 -0.10 12.46  0.043
N5 -6.61 0.63 13.74  -0.436
O9 -7.48 1.50 13.97  0.029
O10 -5.69 0.46 14.50  0.065
H13 -5.81 -0.91 12.65  0.096
H14 -6.07 0.61 11.75  0.104
H15 -7.48 -0.48 12.15  0.099
C6 0.96 3.59 6.04  0.031
N6 -0.36 3.77 5.46  -0.466
O11 -1.14 4.53 5.97  0.073
O12 -0.61 3.15 4.43  0.052
H16 1.48 2.67 5.74  0.101
H17 0.87 3.70 7.12  0.102
H18 1.57 4.42 5.68  0.106
C7 1.41 -3.10 7.90  0.033
N7 0.12 -2.36 7.92  -0.422
O13 -0.64 -2.60 8.87  0.040
O14 -0.16 -1.63 6.96  0.050
H19 1.82 -2.80 8.87  0.102
H20 2.06 -2.91 7.05  0.098
H21 1.23 -4.17 7.96  0.101
C8 -5.43 -5.63 -0.09  0.042
N8 -5.80 -4.78 1.12  -0.422
O15 -6.99 -4.74 1.47  0.050
O16 -4.86 -4.21 1.65  0.050
H22 -5.34 -4.86 -0.87  0.091
H23 -6.19 -6.35 -0.37  0.094
H24 -4.44 -6.09 -0.07  0.095
C9 -6.07 -0.12 -1.23  0.014
N9 -6.26 0.31 0.18  -0.379
O17 -7.42 0.24 0.73  0.031
O18 -5.23 0.83 0.64  0.046
H25 -6.16 0.60 -2.04  0.104
H26 -6.89 -0.81 -1.46  0.088
H27 -5.16 -0.72 -1.30  0.096
C10 -10.08 4.35 10.00  0.028
N10 -8.94 3.70 9.29  -0.422
O19 -8.91 2.49 9.45  0.060
O20 -8.14 4.43 8.67  0.043
H28 -9.76 4.72 10.98  0.100
H29 -10.91 3.67 10.18  0.097
H30 -10.37 5.26 9.48  0.095
C11 -5.82 -6.05 6.23  0.039
N11 -4.94 -6.75 5.27  -0.473
O21 -5.46 -7.57 4.55  0.068
O22 -3.79 -6.40 5.27  0.070
H31 -6.31 -5.25 5.67  0.104
H32 -5.22 -5.68 7.05  0.095
H33 -6.64 -6.73 6.49  0.097

Output
spin multiplicity: 1
ΔE to the lowest compared entry with this formula, charge and spin: 81.9 kcal/mol
molar mass: 671.4 g/mol
net charge: 0
gap between HOMO and LUMO: 9.98 eV
SMILES: C[N+](=O)[O-].C[N+](=O)[O-].C[N+](=O)[O-].C[N+](=O)[O-].C[N+](=O)[O-].C[N+](=O)[O-].C[N+](=O)[O-].C[N+](=O)[O-].C[N+](=O)[O-].C[N+](=O)[O-].C[N+](=O)[O-]
calculated total energy: -73344.5997 eV


> Look up the net charge of the second one.

0


> The highest spin multiplicity belongs to which entry?

C11H32O7